A structure of composition C37H50AsN6OOsSSiTe at a distorted geometry. Source: OMol25; level of theory: wB97M-V/def2-TZVPD.

Properties
- charge = +3
- LUMO energy (alpha / beta) (hartree) = -0.2339 / -0.3527
- energy above the lowest of the compared OMol25 structures with the same formula, charge and spin (kJ/mol) = 98.55
- E_HOMO (alpha / beta) (eV) = -14.697 / -14.707
- spin multiplicity = 5
- frontier orbital gap (alpha / beta) (eV) = 8.3 / 5.1

Structure (XYZ):
```
99
Properties=species:S:1:pos:R:3:mulliken_spin:R:1
Os -0.370 1.821 -1.147 2.57
N 0.803 0.770 0.305 -0.06
C 1.661 0.233 0.844 0.04
N 2.679 -0.397 1.390 0.01
C 3.131 -1.722 0.942 0.00
C 4.492 -1.703 0.188 0.00
C 5.499 -1.013 1.132 0.00
C 5.052 0.402 1.420 0.00
C 3.666 0.505 2.049 0.00
H 2.333 -2.118 0.374 0.00
H 3.243 -2.301 1.877 0.00
H 4.384 -1.253 -0.795 0.00
H 4.865 -2.735 0.030 0.00
H 6.593 -1.008 0.659 0.00
H 5.582 -1.637 1.995 0.00
H 5.089 0.933 0.462 0.00
H 5.708 0.939 2.141 0.00
H 3.314 1.522 2.032 0.00
H 3.712 0.189 3.073 0.00
C -2.429 6.437 1.135 0.00
N -1.842 5.133 1.078 0.01
C -0.726 4.803 2.028 0.00
C -0.157 3.540 1.367 -0.01
O 0.751 2.884 1.799 0.02
N -0.916 3.290 0.213 0.01
C -1.821 4.315 0.063 0.00
N -2.642 4.436 -0.973 0.01
H -3.460 6.333 1.514 0.00
H -2.422 7.002 0.199 0.00
H -1.876 7.053 1.818 0.00
H -1.043 4.687 3.042 0.00
H 0.085 5.606 1.954 0.00
H -2.385 3.800 -1.747 -0.01
H -3.233 5.242 -1.083 0.00
S 3.514 3.865 -1.994 0.03
C 2.036 3.528 -1.172 0.02
N 1.026 3.246 -1.980 0.10
C 1.376 3.479 -3.360 0.03
C 0.482 3.534 -4.415 -0.02
C 1.060 3.818 -5.649 0.00
C 2.426 4.046 -5.838 0.00
C 3.286 4.173 -4.748 0.00
C 2.775 3.851 -3.484 -0.01
H 2.053 3.445 -0.046 0.00
H -0.620 3.447 -4.330 0.01
H 0.357 3.961 -6.436 0.00
H 2.736 4.268 -6.862 0.00
H 4.244 4.561 -4.945 0.00
Te -0.102 -3.523 6.327 0.88
C -1.877 -4.232 5.519 0.00
C -2.388 -5.425 5.998 0.01
C -3.630 -5.819 5.555 -0.01
C -4.292 -5.136 4.510 0.05
C -3.766 -3.911 4.116 -0.01
C -2.591 -3.471 4.592 -0.01
C 1.014 -5.278 6.113 0.01
C 2.322 -5.158 6.498 0.04
C 3.223 -6.176 6.304 -0.02
C 2.880 -7.279 5.596 0.08
C 1.549 -7.375 5.068 -0.03
C 0.613 -6.373 5.364 0.02
H -1.909 -5.947 6.794 0.00
H -4.109 -6.619 6.161 0.00
H -5.264 -5.459 4.173 0.00
H -4.190 -3.343 3.233 0.00
H -2.168 -2.486 4.304 -0.01
H 2.671 -4.326 7.174 0.00
H 4.127 -6.021 6.891 0.00
H 3.499 -8.104 5.311 0.00
H 1.393 -8.293 4.573 0.00
H -0.421 -6.435 5.051 0.00
C 1.938 -0.915 -2.488 0.00
As 0.075 -0.560 -2.290 -0.05
C -0.768 -0.768 -3.976 0.01
C -0.811 -1.868 -1.147 0.00
H 2.113 -1.992 -2.626 0.00
H 2.452 -0.548 -1.616 0.01
H 2.179 -0.343 -3.391 0.00
H -0.623 -1.735 -4.585 0.00
H -0.281 -0.011 -4.617 0.00
H -1.826 -0.454 -3.790 0.00
H -0.729 -2.920 -1.375 0.00
H -1.863 -1.593 -1.165 0.00
H -0.602 -1.769 -0.099 0.00
C -2.989 2.007 -5.859 0.02
Si -4.019 1.573 -4.383 0.00
C -4.516 -0.217 -4.504 0.01
C -5.539 2.573 -4.099 0.00
C -2.862 1.673 -2.907 0.32
C -1.962 1.915 -2.117 -0.07
H -3.678 1.868 -6.708 0.00
H -2.164 1.287 -5.906 0.00
H -2.537 2.995 -5.825 0.00
H -5.452 -0.218 -5.090 0.00
H -4.748 -0.604 -3.527 0.00
H -3.887 -0.909 -5.085 0.00
H -5.989 2.689 -5.075 0.00
H -5.369 3.647 -3.743 0.00
H -6.194 2.178 -3.351 0.00
```

***

A cluster of 2 separate species, BH4NO in total at a distorted geometry. Source: OMol25; level of theory: wB97M-V/def2-TZVPD.

Properties
- charge = 0
- LUMO energy (hartree) = 0.0213
- energy above the lowest of the compared OMol25 structures with the same formula, charge and spin (kJ/mol) = 299.39
- E_HOMO (eV) = -8.894
- frontier orbital gap (eV) = 9.5

Structure (XYZ):
```
7
Properties=species:S:1:pos:R:3:mulliken_charge:R:1
B -0.190 -0.097 0.003 0.00
N 1.189 -0.070 -0.085 -0.18
O -1.021 -1.133 -0.109 -0.44
H -1.327 1.516 0.861 -0.16
H 1.564 0.760 0.180 0.24
H 1.643 -0.271 -0.926 0.23
H -1.859 -0.705 0.075 0.30
```

***

An isolated molecule of C3H4N2OS at a distorted geometry. Source: OMol25; level of theory: wB97M-V/def2-TZVPD.

Properties
- charge = 0
- LUMO energy (hartree) = 0.0152
- energy above the lowest of the compared OMol25 structures with the same formula, charge and spin (kJ/mol) = 146.62
- E_HOMO (eV) = -8.609
- frontier orbital gap (eV) = 9.0
- structure (SMILES) = Nc1ncc(S)o1

Structure (XYZ):
```
11
Properties=species:S:1:pos:R:3:mulliken_charge:R:1
C -0.994 -0.228 -0.168 0.55
C 0.634 1.202 -0.136 -0.10
C 1.269 0.047 -0.199 0.13
H -2.937 -0.123 -0.192 0.30
H -2.278 -1.696 0.477 0.28
H 0.936 2.206 -0.253 0.44
H 3.263 -0.263 1.217 0.14
N -2.202 -0.853 -0.224 -0.47
N -0.751 1.091 -0.111 -0.61
O 0.215 -0.919 -0.176 -0.34
S 2.846 -0.464 -0.235 -0.33
```

***

An isolated molecule of C4H5NO. Source: OMol25; level of theory: wB97M-V/def2-TZVPD.

Properties
- charge = 0
- LUMO energy (hartree) = 0.0353
- energy above the lowest of the compared OMol25 structures with the same formula, charge and spin (kJ/mol) = 92.15
- E_HOMO (eV) = -9.487
- frontier orbital gap (eV) = 10.4
- structure (SMILES) = [H]/N=C1/C=CCO1

Structure (XYZ):
```
11
Properties=species:S:1:pos:R:3:mulliken_charge:R:1
N 2.424 0.062 -0.237 -0.64
C 1.172 -0.099 -0.086 0.38
C 0.257 1.029 -0.301 -0.31
C -0.993 0.645 -0.082 -0.32
C -1.020 -0.794 0.293 -0.30
O 0.391 -1.197 0.272 -0.38
H 3.068 -0.707 -0.088 0.25
H 0.652 1.988 -0.596 0.42
H -1.916 1.202 -0.137 0.40
H -1.649 -1.358 -0.421 0.25
H -1.507 -0.919 1.279 0.25
```

***

An isolated molecule of C6H12O. Source: OMol25; level of theory: wB97M-V/def2-TZVPD.

Properties
- charge = 0
- LUMO energy (hartree) = 0.0344
- energy above the lowest of the compared OMol25 structures with the same formula, charge and spin (kJ/mol) = 260.53
- E_HOMO (eV) = -9.469
- frontier orbital gap (eV) = 10.4
- structure (SMILES) = CCC(C=O)CC

Structure (XYZ):
```
19
Properties=species:S:1:pos:R:3:mulliken_charge:R:1
C -2.661 -0.940 0.424 -1.17
C -1.470 -0.910 -0.589 -0.56
C -0.166 -0.078 -0.027 0.18
C 1.640 -0.252 0.025 -0.49
C 2.789 0.841 0.294 -1.05
C -0.269 1.332 -0.498 -0.12
O 0.585 2.152 -0.249 -0.49
H -3.557 -1.433 0.007 0.38
H -2.409 -1.493 1.336 0.33
H -2.990 0.063 0.729 0.30
H -1.279 -1.947 -0.881 0.29
H -1.883 -0.436 -1.499 0.32
H -0.312 -0.142 1.048 0.19
H 1.920 -0.712 -0.918 0.28
H 1.763 -0.952 0.849 0.31
H 3.752 0.293 0.397 0.35
H 2.703 1.430 1.216 0.30
H 2.962 1.561 -0.515 0.31
H -1.117 1.622 -1.151 0.34
```

***

A structure of composition C31H48AsBIrN2O5Si3. Source: OMol25; level of theory: wB97M-V/def2-TZVPD.

Properties
- charge = 0
- LUMO energy (alpha / beta) (hartree) = 0.0134 / 0.0134
- energy above the lowest of the compared OMol25 structures with the same formula, charge and spin (kJ/mol) = 0.00
- E_HOMO (alpha / beta) (eV) = -7.221 / -6.900
- spin multiplicity = 2
- frontier orbital gap (alpha / beta) (eV) = 7.6 / 7.3

Structure (XYZ):
```
92
Properties=species:S:1:pos:R:3:mulliken_spin:R:1
Ir -0.323 -0.279 -0.666 0.16
C 0.427 -4.353 -1.719 0.00
C 1.216 -4.232 -2.856 0.00
C 1.546 -2.975 -3.320 0.00
C 1.093 -1.842 -2.645 0.00
N 0.316 -1.990 -1.546 -0.03
C -0.012 -3.206 -1.094 0.00
C 1.402 -0.451 -2.998 0.03
C 2.206 -0.104 -4.087 -0.01
C 2.474 1.228 -4.341 0.01
C 1.927 2.207 -3.512 -0.01
C 1.119 1.860 -2.442 0.03
C 0.841 0.521 -2.143 -0.08
H 0.144 -5.320 -1.326 0.00
H 1.574 -5.112 -3.374 0.00
H 2.165 -2.859 -4.198 0.00
H -0.652 -3.189 -0.219 -0.01
H 2.625 -0.863 -4.737 0.00
H 3.098 1.507 -5.179 0.00
H 2.132 3.252 -3.715 0.00
H 0.686 2.637 -1.821 0.00
C 1.860 3.221 1.043 0.00
Si 1.809 1.895 2.356 0.00
C 3.262 2.128 3.521 0.00
C 0.248 2.082 3.375 0.00
As 1.712 -0.196 1.264 0.01
Si 3.895 -0.587 0.446 0.00
C 3.899 -2.282 -0.353 0.00
C 5.233 -0.579 1.764 0.00
C 4.311 0.709 -0.830 0.00
Si 1.372 -1.737 3.016 0.01
C 2.374 -1.351 4.557 0.00
C 1.841 -3.460 2.450 0.00
C -0.445 -1.677 3.434 0.01
H 1.740 4.202 1.511 0.00
H 1.049 3.078 0.327 0.00
H 2.807 3.222 0.503 0.00
H 3.171 3.126 3.959 0.00
H 4.224 2.078 3.013 0.00
H 3.271 1.403 4.336 0.00
H 0.263 3.056 3.872 0.00
H 0.166 1.313 4.146 0.00
H -0.637 2.046 2.738 0.00
H 3.816 -3.083 0.382 0.00
H 4.838 -2.419 -0.897 0.00
H 3.081 -2.392 -1.064 0.00
H 4.987 -1.211 2.619 0.00
H 5.436 0.426 2.130 0.00
H 6.157 -0.960 1.319 0.00
H 3.599 0.706 -1.656 0.00
H 5.308 0.506 -1.232 0.00
H 4.321 1.714 -0.406 0.00
H 3.439 -1.242 4.348 0.00
H 2.251 -2.175 5.266 0.00
H 2.027 -0.439 5.047 0.00
H 2.923 -3.574 2.368 0.00
H 1.395 -3.718 1.488 0.00
H 1.487 -4.178 3.195 0.00
H -0.731 -0.684 3.788 0.00
H -0.680 -2.400 4.221 0.00
H -1.035 -1.905 2.542 0.00
O -1.479 -1.303 0.604 0.84
O -2.194 3.342 0.436 0.00
C -1.959 2.127 0.313 0.00
O -0.843 1.617 0.064 0.00
C -3.197 1.218 0.438 -0.02
N -4.361 2.131 0.106 0.00
C -5.378 2.033 1.203 0.00
C -5.021 0.735 1.912 0.00
C -3.496 0.731 1.852 0.00
H -3.183 0.390 -0.269 0.02
H -4.748 1.905 -0.807 0.00
H -3.862 3.059 0.082 0.00
H -6.379 2.081 0.781 0.00
H -5.225 2.890 1.857 0.00
H -5.428 -0.121 1.369 0.00
H -5.412 0.710 2.928 0.00
H -3.029 -0.240 1.985 0.00
H -3.085 1.431 2.586 0.00
O -2.803 -1.118 -2.243 0.01
B -1.842 -0.127 -1.932 0.00
O -2.311 1.111 -2.454 0.00
C -3.528 0.863 -3.014 0.00
C -4.404 1.748 -3.604 0.00
C -5.607 1.222 -4.080 0.00
C -5.902 -0.130 -3.961 0.00
C -5.007 -1.018 -3.359 0.00
C -3.825 -0.489 -2.893 0.00
H -4.157 2.797 -3.703 0.00
H -6.320 1.882 -4.557 0.00
H -6.842 -0.505 -4.344 0.00
H -5.225 -2.073 -3.260 0.00
```

***

- The highest energy above the lowest of the compared OMol25 structures with the same formula, charge and spin belongs to which entry?
  BH4NO

***

- Number 6 is which compound?
  C31H48AsBIrN2O5Si3

***

- Which value of energy above the lowest of the compared OMol25 structures with the same formula, charge and spin does entry 4 give?
  92.15 kJ/mol